(1)
Below is a structure of composition C34H45LaN2O4Se at a distorted geometry, with properties calculated with ωB97M-V/def2-TZVPD.

Results
- Calculated total energy: -4165.9840 Ha
- Orbital gap: 6.5 eV
- 2S+1: 1

Atoms and positions in Å:
La  0.837  -0.834  2.225
C  -3.827  -3.764  -3.739
C  -3.250  -2.335  -3.982
C  -2.606  -2.133  -5.409
C  -4.406  -1.325  -3.797
C  -2.151  -2.034  -2.946
C  -2.305  -1.095  -1.892
C  -1.505  -1.167  -0.755
Se  -1.896  0.086  0.769
C  -0.992  1.739  0.376
C  -1.256  2.400  -0.800
C  -0.660  3.609  -1.084
C  0.449  3.945  -0.323
C  0.981  3.159  0.670
C  0.163  2.080  1.167
O  0.393  1.431  2.304
C  2.444  3.377  1.014
C  2.541  4.181  2.326
C  3.089  4.148  -0.177
C  3.318  2.095  1.184
C  -1.062  4.595  -2.172
C  -2.441  4.276  -2.653
C  0.016  4.509  -3.328
C  -1.155  6.000  -1.464
C  -0.574  -2.205  -0.588
O  0.160  -2.237  0.491
C  -0.321  -3.113  -1.706
C  -1.077  -2.971  -2.868
C  0.586  -4.346  -1.537
C  2.024  -3.888  -1.665
C  0.205  -5.441  -2.558
C  0.508  -5.188  -0.185
H  -4.463  -4.110  -4.622
H  -4.421  -3.813  -2.819
H  -3.073  -4.591  -3.602
H  -3.388  -2.001  -6.234
H  -1.917  -2.923  -5.724
H  -2.045  -1.193  -5.296
H  -5.084  -1.445  -4.662
H  -4.184  -0.229  -3.728
H  -4.977  -1.599  -2.884
H  -2.995  -0.252  -2.022
H  -1.999  1.885  -1.430
H  0.921  4.936  -0.604
H  1.872  5.040  2.416
H  3.602  4.502  2.436
H  2.309  3.543  3.188
H  2.787  5.175  -0.115
H  2.782  3.666  -1.138
H  4.200  4.092  -0.075
H  2.681  1.284  1.619
H  4.157  2.231  1.937
H  3.710  1.769  0.197
H  -2.401  3.262  -3.117
H  -2.730  4.954  -3.469
H  -3.263  4.336  -1.876
H  0.106  3.408  -3.585
H  1.064  4.750  -2.974
H  -0.264  5.160  -4.171
H  -1.862  5.860  -0.661
H  -1.627  6.685  -2.227
H  -0.198  6.392  -1.120
H  -0.933  -3.743  -3.585
H  2.144  -3.674  -2.736
H  2.678  -4.773  -1.438
H  2.192  -3.044  -0.944
H  0.642  -5.194  -3.555
H  -0.883  -5.577  -2.570
H  0.668  -6.444  -2.295
H  0.852  -4.614  0.702
H  1.130  -6.135  -0.227
H  -0.535  -5.516  0.028
O  -0.683  -1.708  3.748
N  -0.338  -1.478  5.013
N  0.944  -1.525  5.281
O  1.863  -1.438  4.291
C  1.505  -1.530  6.551
C  0.694  -1.108  7.675
C  1.414  -1.004  8.846
C  2.760  -1.037  8.990
C  3.544  -1.373  7.888
C  2.933  -1.549  6.657
H  -0.383  -0.946  7.557
H  0.884  -0.938  9.791
H  3.217  -0.831  9.990
H  4.602  -1.421  8.041
H  3.560  -1.729  5.763

---

(2)
Below is a structure of composition C34H46BCaNO9S at a distorted geometry, with properties calculated with ωB97M-V/def2-TZVPD.

Results
- Calculated total energy: -3156.1827 Ha
- Total charge: -2
- Orbital gap: 5.1 eV
- 2S+1: 1

Atoms and positions in Å:
Ca  2.022  -2.269  0.155
C  -4.657  -0.216  -0.102
C  -4.570  -1.569  0.611
C  -5.312  -1.455  1.951
C  -5.290  -2.608  -0.263
C  -3.119  -1.991  0.866
C  -2.038  -1.122  0.661
C  -0.716  -1.515  0.897
N  0.418  -0.780  0.527
C  0.368  0.524  0.084
C  -0.443  1.529  0.599
C  -0.468  2.810  0.043
C  0.255  3.042  -1.112
C  1.104  2.070  -1.690
C  1.251  0.878  -0.987
O  2.219  -0.076  -1.317
C  1.650  2.422  -3.109
C  2.670  3.569  -3.027
C  2.273  1.262  -3.903
C  0.456  2.912  -3.947
C  -1.251  3.921  0.747
C  -1.291  5.206  -0.081
C  -2.695  3.475  1.017
C  -0.565  4.231  2.088
C  -0.441  -2.860  1.398
O  0.835  -3.189  1.590
C  -1.534  -3.717  1.602
C  -2.841  -3.259  1.325
C  -1.412  -5.192  2.053
C  -1.836  -6.104  0.890
C  -0.004  -5.630  2.489
C  -2.335  -5.451  3.256
H  -5.706  0.006  -0.335
H  -4.087  -0.217  -1.038
H  -4.268  0.599  0.522
H  -6.362  -1.156  1.799
H  -4.826  -0.709  2.592
H  -5.297  -2.414  2.485
H  -6.314  -2.275  -0.487
H  -5.353  -3.583  0.235
H  -4.753  -2.752  -1.208
H  -2.201  -0.127  0.264
H  -1.049  1.280  1.467
H  0.174  4.001  -1.609
H  3.577  3.244  -2.523
H  2.260  4.426  -2.475
H  2.941  3.907  -4.039
H  3.209  0.912  -3.486
H  2.462  1.620  -4.925
H  1.595  0.404  -3.962
H  0.054  3.866  -3.588
H  -0.357  2.177  -3.929
H  0.777  3.051  -4.987
H  -1.745  5.035  -1.066
H  -0.287  5.617  -0.235
H  -1.889  5.961  0.444
H  -3.198  3.210  0.079
H  -3.262  4.284  1.498
H  -2.734  2.600  1.674
H  0.484  4.504  1.924
H  -0.578  3.355  2.746
H  -1.072  5.062  2.597
H  -3.670  -3.945  1.485
H  -1.181  -5.944  0.027
H  -2.864  -5.896  0.573
H  -1.768  -7.163  1.186
H  0.726  -5.543  1.689
H  -0.064  -6.679  2.812
H  0.371  -5.024  3.319
H  -3.392  -5.292  3.019
H  -2.072  -4.781  4.085
H  -2.218  -6.490  3.598
O  5.694  -2.724  -1.433
S  4.285  -2.552  -1.281
O  3.627  -3.648  -0.532
O  4.039  -1.313  -0.275
O  3.546  -2.246  -2.500
O  0.879  -2.666  -1.885
H  0.616  -1.738  -1.779
H  1.778  -2.596  -2.282
O  3.385  0.758  0.648
B  3.504  0.064  -0.637
O  4.503  0.823  -1.383
C  4.995  1.763  -0.550
C  5.999  2.673  -0.788
C  6.312  3.594  0.232
C  5.624  3.574  1.438
C  4.600  2.630  1.667
C  4.308  1.741  0.660
H  6.521  2.676  -1.741
H  7.096  4.324  0.069
H  5.875  4.288  2.214
H  4.050  2.595  2.601

---

- Which formula does entry 2 have?
  C34H46BCaNO9S

---

- Which formula does entry 2 have?
  C34H46BCaNO9S

---

- The lowest orbital gap belongs to which entry?
  C34H46BCaNO9S

---

- Among the records above, which one has the highest orbital gap?
  C34H45LaN2O4Se